Record 1
Formula: C10H20GdN4O7
Source: the OMol25 dataset
Level of theory: ωB97M-V/def2-TZVPD

Properties
HOMO level (spin up / spin down): -0.3945 / -0.3937 Ha
Kohn-Sham gap (spin up / spin down): 6.36 / 4.00 eV
E_LUMO (spin up / spin down): -4.38 / -6.72 eV
Expectation value of S²: 16.218

The geometry in ORCA input format:
```
! RIJCOSX wB97M-V def2-TZVPD def2/J DEFGRID3
* xyz 1 8
O -1.4361 0.2690 -2.3433
H -2.7028 0.1502 -2.7809
Gd 0.4505 0.2811 -0.5956
N 1.8863 -1.6340 -0.8932
N -0.2670 -1.8626 0.3792
N 1.0369 2.4737 0.2584
N -0.9437 1.1865 1.1303
O 2.9844 -1.4195 -1.5496
O 2.1127 3.0330 -0.2134
O -2.0446 0.4723 1.5818
O -1.3848 -1.9302 1.0548
C 0.3949 -3.0440 0.1890
C 1.6362 -2.9060 -0.4785
C 0.3008 3.1586 1.1684
C -0.8231 2.4248 1.6545
C 2.6049 -4.0048 -0.7148
H 2.4306 -4.4720 -1.6966
H 2.4994 -4.7838 0.0501
H 3.6306 -3.6208 -0.6966
C -0.1526 -4.3232 0.7130
H -1.2123 -4.4258 0.4488
H -0.0672 -4.3668 1.8093
H 0.3931 -5.1768 0.2966
C 0.6507 4.5149 1.6609
C -1.7340 2.9784 2.6947
H 1.5267 4.8977 1.1323
H 0.8624 4.4902 2.7395
H -0.1930 5.2040 1.5106
H -2.5549 2.2826 2.8795
H -2.1434 3.9458 2.3722
H -1.1934 3.1502 3.6366
H 2.4235 1.8658 -1.3883
H -1.8124 -0.5221 1.3776
C -3.5598 0.1073 -3.5818
H -3.1970 0.5264 -4.5234
H -4.4167 0.6871 -3.2276
H -3.8532 -0.9357 -3.7303
O 2.0648 1.0065 -1.7927
H -0.9958 0.4739 -3.1858
H 2.7655 0.2961 -1.9005
O 2.2556 -0.3311 2.7878
C 1.7773 -0.1173 1.7673
*
```



Record 2
Formula: C2H7N4
Source: the OMol25 dataset
Level of theory: ωB97M-V/def2-TZVPD

Properties
Relative energy (zero: lowest compared OMol25 entry of this formula, charge and spin): 251.3 kJ/mol
HOMO level (spin up / spin down): -0.4037 / -0.5498 Ha
Kohn-Sham gap (spin up / spin down): 7.48 / 9.07 eV
E_LUMO (spin up / spin down): -3.51 / -5.89 eV
Expectation value of S²: 2.020

The geometry in ORCA input format:
```
! RIJCOSX wB97M-V def2-TZVPD def2/J DEFGRID3
* xyz 1 3
C -1.5037 -0.0485 0.0249
C 0.5866 -1.2771 0.0871
N -0.6311 -0.8292 -0.1152
N 1.2544 1.4443 0.1006
N -2.6049 0.5847 -0.1284
N 1.8138 0.2885 -0.3396
H 0.8034 -1.3182 1.1661
H 0.7635 -2.1916 -0.5522
H 1.4547 1.6275 1.1357
H -3.6045 0.3008 0.2455
H -2.4973 1.4540 -0.5789
H 2.4074 -0.2293 0.3109
H 1.7578 0.1943 -1.3565
*
```



Record 3
Formula: C32H98N4O20
Source: the OMol25 dataset
Level of theory: ωB97M-V/def2-TZVPD

Properties
Relative energy (zero: lowest compared OMol25 entry of this formula, charge and spin): 59.9 kJ/mol
HOMO level: -0.3380 Ha
Kohn-Sham gap: 9.21 eV
E_LUMO: 0.01 eV

The geometry in ORCA input format:
```
! RIJCOSX wB97M-V def2-TZVPD def2/J DEFGRID3
* xyz 0 1
C 1.6280 3.6519 -4.8972
O 0.2730 3.7453 -5.2545
H 2.2972 3.3837 -5.7266
H 2.0412 4.6262 -4.6107
H 1.6965 2.9655 -4.0484
H -0.1268 2.8837 -5.0584
C 5.7142 -3.0407 0.0118
O 5.9017 -2.3938 -1.2638
H 4.7726 -2.8105 0.5202
H 5.5466 -4.0964 -0.2282
H 6.5230 -2.7972 0.6899
H 5.3820 -2.8889 -1.9009
C 0.4949 -5.5676 -0.5774
O 0.3244 -5.2871 -1.9623
H -0.0647 -4.8368 0.0053
H 0.1549 -6.5883 -0.3790
H 1.5075 -5.5333 -0.1579
H 0.7238 -5.9919 -2.4783
C 0.7697 -3.7270 2.9425
O 1.6787 -2.8705 2.2359
H 1.0700 -4.7739 2.9194
H 0.7900 -3.3374 3.9669
H -0.2525 -3.5557 2.6004
H 1.1896 -2.4658 1.4863
C -2.7249 3.5705 -1.4195
O -2.9202 4.2755 -2.6257
H -1.6981 3.1792 -1.4283
H -2.8079 4.2867 -0.5933
H -3.3913 2.7267 -1.2542
H -2.2329 4.9714 -2.6607
C -1.8146 0.9117 -3.9789
O -0.7776 1.1717 -4.8942
H -2.3338 1.7898 -3.5896
H -2.5805 0.2510 -4.3928
H -1.4115 0.4568 -3.0635
H -0.6015 0.3682 -5.3949
C -3.5104 1.3848 2.9724
C -3.5166 -0.0802 3.3913
C -4.9098 -0.6631 3.5717
O -4.8242 -2.0427 3.9092
C -6.0675 -2.6104 4.2058
N -2.7657 -0.9075 2.4169
H -3.9025 1.3791 1.9477
H -2.5035 1.7982 2.9780
H -4.1415 2.0671 3.5413
H -2.9931 -0.1162 4.3534
H -5.5136 -0.5034 2.6707
H -5.3967 -0.2311 4.4550
H -6.6692 -2.7566 3.3024
H -6.6561 -2.0205 4.9150
H -5.9748 -3.6040 4.6415
H -3.3270 -1.0022 1.5695
H -2.8369 -1.8361 2.8371
C -4.2420 -0.1768 -1.1598
C -4.7248 -1.5243 -0.6334
C -5.4789 -2.3098 -1.7156
O -6.2137 -3.3452 -1.1148
C -7.0337 -4.0555 -1.9853
N -3.5477 -2.3220 -0.1780
H -3.3513 0.1558 -0.6192
H -4.9792 0.6174 -1.0363
H -3.9398 -0.2255 -2.2092
H -5.3811 -1.3655 0.2228
H -4.8167 -2.7561 -2.4687
H -6.1394 -1.6191 -2.2631
H -6.6127 -4.2968 -2.9688
H -7.9338 -3.4634 -2.2074
H -7.4524 -4.9985 -1.6333
H -4.0250 -3.1996 0.0275
H -2.9146 -2.5005 -0.9599
C 1.6737 -1.3178 -0.5242
C 0.6317 -0.6587 0.3848
C 0.2029 0.6505 -0.2319
O 1.2127 1.6260 0.0060
C 1.0564 2.8167 -0.7480
N -0.4402 -1.5685 0.7252
H 2.1149 -2.1978 -0.0533
H 2.5796 -0.7127 -0.6335
H 1.3305 -1.5682 -1.5294
H 1.1030 -0.4643 1.3529
H -0.6551 1.0547 0.3323
H -0.1044 0.6231 -1.2842
H 1.5454 2.7725 -1.7244
H 1.5007 3.6416 -0.1918
H -0.0121 3.0236 -0.8735
H -0.9240 -1.9912 -0.0543
H -1.1152 -1.1647 1.3735
C -1.9971 7.5670 -2.0216
C -0.5620 7.0187 -1.7963
C -0.2908 6.5716 -0.3737
O 1.0674 6.1680 -0.3017
C 1.5606 6.0208 0.9973
N -0.4283 5.7733 -2.6200
H -2.2636 7.9159 -3.0144
H -2.1771 8.3291 -1.2582
H -2.7009 6.7727 -1.7613
H 0.1491 7.7809 -2.1234
H -0.9436 5.7361 -0.1070
H -0.4533 7.3943 0.3314
H 1.0309 5.2995 1.6405
H 1.5441 6.9267 1.6139
H 2.5552 5.5939 0.8767
H -0.4186 5.9531 -3.6201
H 0.5276 5.5373 -2.3499
C 1.4625 -0.1170 4.9855
C -0.0251 -0.0700 4.7490
O -0.2866 0.1724 3.3726
O 2.0942 -1.1577 4.2348
H 1.8266 -0.2034 6.0084
H 1.9148 0.8130 4.6062
H -0.4473 0.7675 5.3184
H -0.4983 -1.0024 5.0741
H -1.2007 -0.1333 3.1942
H 1.6181 -1.2773 3.4006
C 4.0526 2.2704 2.5619
C 4.5523 0.8523 2.4193
O 5.8089 0.8902 1.7276
O 3.4906 2.8182 1.3681
H 4.9003 2.8991 2.8379
H 3.3321 2.4343 3.3766
H 3.8233 0.1671 1.9732
H 4.8128 0.4261 3.3915
H 5.6011 0.9845 0.7840
H 2.6898 2.3212 1.1380
C -1.2451 -2.6690 -3.3555
C -2.0551 -2.9888 -4.6214
O -1.5015 -2.1305 -5.6254
O -1.7386 -3.3590 -2.2308
H -1.2827 -1.5975 -3.1675
H -0.1981 -2.8935 -3.5737
H -3.0845 -2.6833 -4.4300
H -1.9366 -4.0330 -4.9029
H -1.6357 -2.4767 -6.5101
H -1.1894 -4.1444 -2.0691
C 5.2913 2.1990 -2.2221
C 4.6333 0.8571 -2.0934
O 4.9139 0.3102 -0.8043
O 4.5856 3.1700 -1.4347
H 5.1852 2.5502 -3.2505
H 6.3483 2.1507 -1.9549
H 5.0818 0.2137 -2.8645
H 3.5585 0.8888 -2.2822
H 5.0844 -0.6391 -0.9236
H 4.2443 2.7776 -0.6152
C 5.0581 -4.5818 4.2331
C 4.9790 -3.7884 2.9552
O 4.1023 -4.4165 2.0017
O 5.7573 -5.7981 4.0695
H 4.0925 -4.5402 4.7516
H 5.7559 -3.9949 4.8491
H 5.9744 -3.8411 2.5018
H 4.6615 -2.7546 3.0983
H 3.3146 -3.8638 1.9098
H 5.3785 -6.2239 3.2857
*
```



Record 4
Formula: C5H4NO
Source: the OMol25 dataset
Level of theory: ωB97M-V/def2-TZVPD

Properties
Relative energy (zero: lowest compared OMol25 entry of this formula, charge and spin): 585.8 kJ/mol
HOMO level: -0.5576 Ha
Kohn-Sham gap: 8.23 eV
E_LUMO: -6.94 eV

The geometry in ORCA input format:
```
! RIJCOSX wB97M-V def2-TZVPD def2/J DEFGRID3
* xyz 1 1
C 0.8634 0.2241 -0.8377
C 0.3765 -1.0894 -0.3106
C 0.3039 1.2657 -0.1146
C -0.7655 -0.3909 1.1518
C -1.0432 -1.0580 -0.0574
N -1.0045 0.8365 0.4324
O -1.6843 0.1739 -0.6259
H 1.6224 0.2765 -1.5970
H 1.1495 -1.9056 -0.3576
H 0.4953 2.2127 0.2421
H -0.3135 -0.5456 2.0745
*
```



Record 5
Formula: C45H63Cl30F5N2O7P
Source: the OMol25 dataset
Level of theory: ωB97M-V/def2-TZVPD

Properties
HOMO level: -0.3885 Ha
Kohn-Sham gap: 5.45 eV
E_LUMO: -5.13 eV

The geometry in ORCA input format:
```
! RIJCOSX wB97M-V def2-TZVPD def2/J DEFGRID3
* xyz 1 1
C -1.6550 0.9999 -3.2229
C -0.4569 -0.0222 -3.5538
C -0.0924 0.2346 -5.1343
C 0.9176 0.2821 -2.6964
C 1.0542 -0.6264 -1.3825
C 0.7072 0.1684 -0.0563
C 0.2812 1.7009 0.0234
C -1.3451 1.7414 -0.0659
O -1.9948 0.6603 -0.1411
O -2.0850 2.9600 -0.0636
C 0.7637 -0.5665 1.3080
C 0.4054 0.1709 2.7086
O -0.8132 0.3845 2.9444
O 1.4153 0.5294 3.6417
C 1.9872 1.8559 3.3007
C 3.2357 1.7288 2.2773
N 3.2774 2.8344 1.2549
C 1.2319 -2.0843 1.2709
C 1.2482 -2.7296 2.7261
C -0.2397 -2.9420 3.3700
C -0.9157 -4.3341 2.9977
C -0.7644 -5.6757 3.7602
C -1.5596 -6.9314 3.2312
C -2.4993 -6.9099 1.9919
C -2.6257 -5.5739 1.2064
C -1.8449 -4.3364 1.7164
C 1.6166 -2.8021 -0.0833
C 2.1065 -4.2803 0.1787
F 1.1719 -5.0895 0.9420
F 2.4319 -5.1565 -0.8881
C 3.5404 -4.1673 0.9616
C 4.0107 -5.4367 1.7400
C 5.3877 -5.5145 2.5221
C 6.2570 -4.2237 2.4878
C 5.8005 -2.9107 1.7280
C 6.7897 -1.6683 1.8278
F 8.0864 -2.0397 2.3258
F 6.2472 -0.7959 2.8509
F 6.8649 -0.8717 0.6548
C 4.4409 -2.9034 0.9448
N 1.4835 -2.0474 -1.3675
P 1.8470 -2.9053 -2.8626
O 1.6377 -2.2153 -4.1956
O 3.4798 -3.4635 -2.9423
O 0.7142 -4.2133 -2.9262
H -2.1662 1.2912 -4.2131
H -2.4588 0.4529 -2.5930
H -1.2786 1.9623 -2.7351
H -0.7529 -1.1223 -3.3709
H -0.4236 1.2712 -5.4782
H -0.7572 -0.5245 -5.7082
H 0.9853 -0.0387 -5.3931
H 0.9031 1.4084 -2.5250
H 1.8702 0.1147 -3.3384
H 0.5106 2.2011 1.0460
H 0.7833 2.3943 -0.7358
H -2.6302 2.9114 0.7709
H 2.4180 2.2504 4.2968
H 1.1942 2.6072 2.9569
H 4.2062 1.8267 2.8920
H 3.2859 0.6789 1.7897
H 3.4541 2.4381 0.3173
H 4.1021 3.4464 1.4220
H 1.7811 -1.9974 3.4531
H 1.7817 -3.7244 2.8418
H -0.0823 -2.9160 4.5164
H -0.9760 -2.1134 3.0748
H -0.0988 -5.7412 4.6809
H -1.4722 -7.9421 3.7808
H -3.1062 -7.8001 1.6130
H -3.2826 -5.4214 0.2692
H -1.9569 -3.3502 1.1271
H 3.3359 -6.3566 1.7199
H 5.6657 -6.4907 3.0736
H 7.2661 -4.2702 3.0472
H 4.1577 -1.9547 0.3825
H 3.9217 -2.9734 -3.6827
H 1.3004 -4.9753 -3.1920
C -5.7696 2.0320 0.4582
Cl -7.1710 1.6303 -0.5391
Cl -5.3869 3.7563 0.3582
H -5.9883 1.7783 1.4955
H -4.9106 1.4580 0.1102
C -9.0243 2.8404 2.7756
Cl -7.5381 2.0007 3.2411
Cl -10.4007 2.2809 3.7312
H -8.8921 3.9094 2.9375
H -9.2231 2.6489 1.7226
C 3.7312 -7.3212 5.4039
Cl 2.1378 -6.7097 4.9467
Cl 5.0167 -6.2688 4.7898
H 3.7961 -7.3652 6.4906
H 3.8614 -8.3187 4.9858
C -5.8592 4.6614 -3.2511
Cl -5.3793 3.2044 -4.1300
Cl -6.8612 5.7134 -4.2583
H -6.4268 4.3713 -2.3678
H -4.9639 5.2052 -2.9521
C -12.0798 3.7524 0.4989
Cl -11.9137 4.8901 1.8416
Cl -10.5493 3.5502 -0.3641
H -12.3955 2.7863 0.8909
H -12.8287 4.1316 -0.1950
C -2.6925 1.4404 5.7432
Cl -3.9589 0.9774 4.6014
Cl -2.8030 0.5015 7.2379
H -1.7227 1.2607 5.2833
H -2.7975 2.4987 5.9806
C 6.1159 -5.3179 -2.4675
Cl 7.3772 -4.1614 -2.9056
Cl 6.5084 -6.1503 -0.9680
H 5.1769 -4.7829 -2.3338
H 6.0131 -6.0497 -3.2678
C 6.2787 -9.3343 2.0292
Cl 6.2669 -7.6241 1.5673
Cl 4.6346 -9.9433 2.2519
H 6.7675 -9.9112 1.2448
H 6.8272 -9.4443 2.9639
C 8.4021 -0.8148 -3.8684
Cl 6.7913 -0.2220 -4.2951
Cl 9.6647 0.2548 -4.4864
H 8.4821 -0.8663 -2.7832
H 8.5375 -1.8073 -4.2961
C 4.8927 2.7796 -5.8267
Cl 4.8356 4.4857 -6.2819
Cl 3.2659 2.1323 -5.5567
H 5.3697 2.2153 -6.6269
H 5.4692 2.6769 -4.9083
C -1.7186 6.0539 1.1191
Cl -0.4724 7.2257 0.6745
Cl -1.2990 5.2111 2.6173
H -2.6632 6.5778 1.2608
H -1.8186 5.3227 0.3182
C 1.3224 10.3127 1.2576
Cl 1.4323 9.4160 -0.2623
Cl 2.3984 11.7143 1.2522
H 0.2970 10.6541 1.3932
H 1.6035 9.6537 2.0780
C 0.5800 2.5905 7.5307
Cl 0.7269 1.6797 6.0216
Cl 1.6328 4.0099 7.5237
H -0.4528 2.9160 7.6489
H 0.8606 1.9452 8.3620
C -5.5275 5.2839 -8.0400
Cl -5.6695 6.5197 -9.2963
Cl -3.9109 5.2810 -7.3257
H -6.2589 5.4879 -7.2589
H -5.7215 4.3072 -8.4811
C -9.3382 6.9471 -9.7547
Cl -10.5895 6.4748 -10.9101
Cl -9.4704 6.0203 -8.2548
H -8.3602 6.7648 -10.1976
H -9.4485 8.0064 -9.5267
*
```



Record 6
Formula: C2H6N2O
Source: the OMol25 dataset
Level of theory: ωB97M-V/def2-TZVPD

Properties
Relative energy (zero: lowest compared OMol25 entry of this formula, charge and spin): 552.6 kJ/mol
HOMO level (spin up / spin down): -0.5195 / -0.5083 Ha
Kohn-Sham gap (spin up / spin down): 5.45 / 5.15 eV
E_LUMO (spin up / spin down): -8.68 / -8.68 eV
Expectation value of S²: 0.766

The geometry in ORCA input format:
```
! RIJCOSX wB97M-V def2-TZVPD def2/J DEFGRID3
* xyz 1 2
C -2.3064 -0.6232 0.4724
N -1.9606 -0.4935 1.7616
C 1.3608 0.5872 -0.6425
N 2.6660 0.8313 -0.4700
O 0.8778 -0.1359 -1.5038
H -3.3171 -0.2736 0.2153
H -1.5386 -0.5059 -0.2962
H -2.3144 -1.6616 1.0148
H -2.7159 -0.7852 2.3994
H 2.8026 1.6721 0.0950
H 0.6949 0.8803 0.2004
*
```



Record 7
Formula: C3H10N2O
Source: the OMol25 dataset
Level of theory: ωB97M-V/def2-TZVPD

Properties
Relative energy (zero: lowest compared OMol25 entry of this formula, charge and spin): 251.1 kJ/mol
HOMO level: -0.3090 Ha
Kohn-Sham gap: 9.34 eV
E_LUMO: 0.93 eV

The geometry in ORCA input format:
```
! RIJCOSX wB97M-V def2-TZVPD def2/J DEFGRID3
* xyz 0 1
C -0.2849 -0.2003 0.0901
C 1.5569 0.0566 0.0133
C -0.4223 1.0130 0.8958
N -0.7923 -0.1642 -1.2196
N -0.6572 -1.3965 0.7089
O 1.9088 0.2077 -1.3546
H 1.3171 -0.3832 -1.8504
H -1.7364 1.0904 1.1335
H -1.7839 -0.3640 -1.2760
H -0.5960 0.7202 -1.6804
H -1.5348 -1.2968 1.2072
H -0.6942 -2.1756 0.0618
H 1.9689 -0.8784 0.4070
H 2.0266 0.8714 0.5661
H -0.2302 1.9521 0.3854
H -0.0460 0.9478 1.9120
*
```



Record 8
Formula: CH2N4O3
Source: the OMol25 dataset
Level of theory: ωB97M-V/def2-TZVPD

Properties
Relative energy (zero: lowest compared OMol25 entry of this formula, charge and spin): 470.7 kJ/mol
HOMO level (spin up / spin down): -0.3740 / -0.3717 Ha
Kohn-Sham gap (spin up / spin down): 7.34 / 8.41 eV
E_LUMO (spin up / spin down): -2.84 / -1.71 eV

The geometry in ORCA input format:
```
! RIJCOSX wB97M-V def2-TZVPD def2/J DEFGRID3
* xyz 0 1
C 2.4030 1.4492 -0.0156
N 3.5050 1.5321 0.3250
N 1.1612 1.4087 -0.4139
N 0.1672 2.2613 -0.2224
N -1.0646 2.0027 -0.0814
O -1.2278 0.6673 0.2882
O -2.0158 2.7382 -0.1574
O 1.8163 -0.8397 -0.4658
H -2.1343 0.4207 0.1996
H 2.7930 -0.7026 -0.5594
*
```